1.
Entry from the OMol25 dataset: a molecular structure, C43H33BCaCl2N5O4P in a non-equilibrium geometry (ωB97M-V/def2-TZVPD).

The net charge is -2. The value obtained for the HOMO energy is -2.195 eV. As for the LUMO energy: 4.13 eV. Its max |F| is 3.6 eV/A. For the orbital gap, the calculation gives 6.32 eV.

```
90
C43H33BCaCl2N5O4P ωB97M-V/def2-TZVPD
Ca -0.008 0.232 0.347
O -1.586 0.838 -0.801
C -2.446 1.667 -0.329
C -3.840 1.429 -0.497
C -4.804 2.303 -0.053
C -4.445 3.501 0.571
C -3.105 3.770 0.760
C -2.098 2.886 0.361
C -0.718 3.241 0.637
N 0.219 2.377 0.581
N 1.526 2.733 0.809
C 2.317 1.757 0.389
O 1.933 0.715 -0.224
C 3.780 1.914 0.669
C 4.607 0.815 0.435
C 5.963 0.880 0.716
C 6.512 2.052 1.220
C 5.696 3.156 1.436
C 4.337 3.088 1.164
H -4.121 0.501 -0.983
H -5.853 2.060 -0.185
H -5.207 4.189 0.920
H -2.813 4.687 1.265
H -0.488 4.283 0.884
H 4.168 -0.092 0.037
H 6.581 0.010 0.531
H 7.572 2.106 1.444
H 6.129 4.076 1.815
H 3.691 3.939 1.337
O 0.809 -1.516 -1.850
N -0.142 -2.404 -1.558
C -1.038 -2.702 -2.404
C -2.078 -3.578 -1.880
C -2.882 -4.335 -2.731
C -3.810 -5.222 -2.220
C -3.955 -5.351 -0.845
C -3.191 -4.577 0.015
C -2.245 -3.676 -0.471
P -1.230 -2.583 0.611
C 0.216 -3.656 0.969
C 0.350 -4.944 0.639
C 1.536 -5.718 1.008
C 2.567 -5.169 1.658
C 2.630 -3.711 1.935
C 1.348 -2.901 1.602
C -2.115 -2.874 2.227
C -3.379 -2.298 2.364
C -4.091 -2.410 3.546
C -3.534 -3.074 4.631
C -2.271 -3.631 4.519
C -1.570 -3.539 3.323
H 1.485 -1.636 -1.083
H -1.064 -2.319 -3.424
H -2.747 -4.242 -3.803
H -4.419 -5.820 -2.888
H -4.672 -6.056 -0.440
H -3.328 -4.674 1.083
H -0.443 -5.463 0.111
H 1.535 -6.776 0.771
H 3.422 -5.768 1.951
H 3.094 -3.489 2.898
H 0.976 -2.231 2.381
H -3.788 -1.739 1.528
H -5.068 -1.952 3.634
H -4.078 -3.136 5.567
H -1.827 -4.145 5.365
H -0.594 -4.002 3.243
Cl -3.757 1.197 3.345
C -2.123 1.115 3.928
C -1.841 1.641 5.186
C -0.551 1.682 5.652
Cl -0.251 2.336 7.249
C 0.521 1.222 4.863
C 1.883 1.292 5.225
C 2.836 0.811 4.370
C 2.436 0.250 3.146
N 1.182 0.187 2.770
C 0.222 0.665 3.590
C -1.137 0.568 3.082
O -1.365 0.030 1.958
H -2.649 2.028 5.792
H 2.153 1.729 6.178
H 3.889 0.864 4.613
H 3.167 -0.169 2.466
B 4.652 -2.936 0.108
C 3.213 -2.876 0.774
N 2.117 -2.205 0.548
H 5.478 -2.715 0.989
H 4.803 -4.091 -0.273
H 4.759 -2.149 -0.813
```

Löwdin population analysis, charges in e, atoms 1 to 4:
1. Ca 1.2883
2. O -0.2594
3. C -0.3974
4. C -0.0401

2.
Entry from the OMol25 dataset: a molecular structure, C43H33BCaCl2N5O4P in a non-equilibrium geometry (ωB97M-V/def2-TZVPD).

The net charge is -2. The value obtained for the HOMO energy is -2.649 eV. As for the LUMO energy: 3.86 eV. Its max |F| is 2.0 eV/A. For the orbital gap, the calculation gives 6.50 eV.

```
90
C43H33BCaCl2N5O4P ωB97M-V/def2-TZVPD
Ca 0.866 0.060 0.762
O 1.844 1.488 -0.464
C 1.770 2.774 -0.570
C 2.064 3.426 -1.799
C 2.012 4.797 -1.938
C 1.668 5.613 -0.854
C 1.367 5.008 0.352
C 1.389 3.621 0.525
C 0.937 3.096 1.813
N 0.800 1.857 2.089
N 0.236 1.572 3.334
C -0.138 0.308 3.436
O 0.026 -0.626 2.578
C -0.879 -0.016 4.703
C -1.630 0.947 5.374
C -2.355 0.603 6.508
C -2.326 -0.703 6.987
C -1.575 -1.663 6.322
C -0.862 -1.322 5.180
H 2.327 2.802 -2.646
H 2.236 5.243 -2.902
H 1.631 6.691 -0.959
H 1.086 5.622 1.204
H 0.636 3.826 2.565
H -1.645 1.952 4.976
H -2.959 1.349 7.011
H -2.906 -0.975 7.861
H -1.564 -2.685 6.684
H -0.298 -2.066 4.630
O -2.508 1.951 0.775
N -2.052 1.749 -0.476
C -1.661 2.802 -1.067
C -1.154 2.729 -2.452
C -1.298 3.880 -3.225
C -0.894 3.923 -4.547
C -0.318 2.800 -5.116
C -0.133 1.655 -4.355
C -0.529 1.579 -3.016
P -0.176 0.084 -1.971
C 0.967 -0.817 -3.129
C 0.598 -1.838 -3.997
C 1.530 -2.419 -4.852
C 2.851 -1.998 -4.842
C 3.242 -1.000 -3.956
C 2.311 -0.421 -3.105
C -1.720 -0.904 -2.230
C -2.095 -1.766 -1.199
C -3.239 -2.547 -1.299
C -4.023 -2.480 -2.442
C -3.667 -1.619 -3.474
C -2.527 -0.832 -3.365
H -3.062 1.123 1.007
H -1.733 3.774 -0.578
H -1.751 4.756 -2.770
H -1.031 4.826 -5.132
H -0.001 2.817 -6.154
H 0.347 0.806 -4.816
H -0.426 -2.188 -4.014
H 1.221 -3.217 -5.518
H 3.576 -2.460 -5.504
H 4.277 -0.678 -3.923
H 2.614 0.335 -2.387
H -1.493 -1.816 -0.300
H -3.530 -3.184 -0.472
H -4.918 -3.086 -2.523
H -4.287 -1.553 -4.361
H -2.269 -0.147 -4.166
Cl 1.805 -4.453 -1.752
C 2.592 -3.881 -0.312
C 3.511 -4.730 0.311
C 4.123 -4.370 1.476
Cl 5.227 -5.496 2.251
C 3.858 -3.115 2.064
C 4.415 -2.665 3.281
C 4.092 -1.428 3.765
C 3.235 -0.605 3.017
N 2.707 -0.991 1.879
C 2.962 -2.235 1.401
C 2.228 -2.621 0.196
O 1.323 -1.867 -0.288
H 3.718 -5.695 -0.133
H 5.091 -3.313 3.822
H 4.487 -1.078 4.710
H 2.972 0.392 3.360
B -5.872 -1.869 2.366
C -4.811 -0.802 1.869
N -4.060 -0.024 1.469
H -5.559 -2.264 3.473
H -6.962 -1.321 2.399
H -5.883 -2.786 1.561
```

Löwdin population analysis, charges in e, atoms 1 to 4:
1. Ca 1.3009
2. O -0.3074
3. C -0.3846
4. C -0.0379

3.
Entry from the OMol25 dataset: a molecular structure, C43H33BaBrN4O2PSe2Te2 (ωB97M-V/def2-TZVPD).

The net charge is -1. The value obtained for the HOMO energy is -3.278 eV. As for the LUMO energy: 0.93 eV. Its max |F| is 0.8 eV/A. For the orbital gap, the calculation gives 4.21 eV.

```
89
C43H33BaBrN4O2PSe2Te2 ωB97M-V/def2-TZVPD
Ba -0.615 1.390 0.681
Br -8.491 0.784 1.674
C -6.639 0.385 1.758
C -5.717 1.309 1.305
C -4.363 1.006 1.365
C -3.941 -0.204 1.900
C -4.892 -1.137 2.321
C -6.241 -0.847 2.255
N -2.547 -0.463 1.948
C -2.101 -1.341 2.748
C -0.678 -1.727 2.800
C -0.286 -2.753 3.652
C 1.042 -3.147 3.662
C 1.936 -2.499 2.828
C 1.459 -1.470 2.025
N 0.189 -1.091 2.004
H -6.026 2.268 0.910
H -3.670 1.735 0.955
H -4.587 -2.117 2.664
H -6.978 -1.572 2.572
H -2.731 -1.861 3.474
H -1.019 -3.239 4.283
H 1.371 -3.951 4.308
H 2.981 -2.776 2.796
H 2.121 -0.939 1.349
C -3.348 -3.387 0.129
C -2.105 -3.930 0.439
C -0.951 -3.358 -0.072
C -1.013 -2.245 -0.914
C -2.262 -1.708 -1.216
C -3.420 -2.275 -0.695
P 0.574 -1.489 -1.477
C 1.364 -2.971 -2.239
C 0.655 -4.025 -2.814
C 1.320 -5.082 -3.416
C 2.709 -5.101 -3.460
C 3.427 -4.058 -2.894
C 2.755 -3.006 -2.285
C 0.082 -0.447 -2.868
C 0.231 -0.783 -4.217
C -0.175 0.125 -5.179
C -0.746 1.330 -4.779
C -0.905 1.629 -3.430
C -0.476 0.765 -2.402
H -4.253 -3.827 0.530
H -2.036 -4.802 1.081
H 0.015 -3.787 0.178
H -2.324 -0.833 -1.853
H -4.382 -1.833 -0.929
H -0.429 -4.016 -2.791
H 0.753 -5.892 -3.860
H 3.227 -5.926 -3.933
H 4.510 -4.063 -2.925
H 3.317 -2.191 -1.841
H 0.668 -1.731 -4.517
H -0.048 -0.100 -6.232
H -1.066 2.042 -5.534
H -1.370 2.577 -3.176
Se -1.909 3.106 3.311
Te -2.552 5.427 2.672
Te -4.102 4.901 0.520
Se -2.508 3.557 -0.847
O 5.001 5.366 -4.417
C 4.190 4.275 -4.378
O 3.828 3.768 -5.399
C 3.705 3.875 -3.024
C 4.444 4.124 -1.867
C 3.974 3.727 -0.631
C 2.734 3.089 -0.522
C 2.004 2.836 -1.678
C 2.490 3.210 -2.921
N 2.156 2.644 0.704
C 2.749 2.864 1.803
C 2.235 2.386 3.096
C 3.000 2.574 4.240
C 2.520 2.099 5.452
C 1.292 1.463 5.472
C 0.595 1.328 4.276
N 1.054 1.762 3.111
H 5.034 5.776 -3.546
H 5.422 4.589 -1.918
H 4.593 3.919 0.233
H 1.053 2.312 -1.638
H 1.917 2.984 -3.811
H 3.691 3.413 1.864
H 3.949 3.091 4.176
H 3.091 2.231 6.362
H 0.865 1.091 6.392
H -0.387 0.869 4.265
```

Löwdin population analysis, charges in e, atoms 1 to 4:
1. Ba 1.2403
2. Br 0.7141
3. C -0.6853
4. C -0.1063

4.
Entry from the OMol25 dataset: a molecular structure, C43H33CaF5N11O4S2Si (ωB97M-V/def2-TZVPD).

The net charge is -1. The value obtained for the HOMO energy (alpha / beta) is -4.958 / -5.609 eV. As for the LUMO energy (alpha / beta): -0.03 / 0.11 eV. Its max |F| is 0.7 eV/A. For the orbital gap (alpha / beta), the calculation gives 4.93 / 5.72 eV.

```
100
C43H33CaF5N11O4S2Si ωB97M-V/def2-TZVPD
Ca 0.501 -0.166 1.400
C 1.150 -7.855 2.375
C 1.572 -6.423 2.204
C 2.639 -5.907 2.938
C 3.029 -4.586 2.801
C 2.341 -3.758 1.926
C 1.286 -4.253 1.177
C 0.908 -5.580 1.320
S 2.800 -2.041 1.798
O 4.223 -1.994 2.020
O 1.978 -1.326 2.782
N 2.230 -1.526 0.435
C 2.692 -1.972 -0.795
C 3.994 -2.445 -1.017
C 4.353 -2.815 -2.299
C 3.431 -2.700 -3.332
C 2.171 -2.227 -3.011
N 1.795 -1.886 -1.783
H 2.013 -8.522 2.381
H 0.486 -8.169 1.571
H 0.621 -7.998 3.320
H 3.177 -6.554 3.622
H 3.868 -4.194 3.359
H 0.767 -3.604 0.482
H 0.087 -5.964 0.727
H 4.701 -2.487 -0.203
H 5.356 -3.176 -2.491
H 3.676 -2.954 -4.353
H 1.420 -2.112 -3.787
N -2.913 6.400 5.099
C -2.690 5.176 4.469
C -1.402 4.819 4.062
C -1.186 3.625 3.402
C -2.255 2.779 3.134
C -3.538 3.129 3.516
C -3.754 4.320 4.188
S -1.952 1.267 2.282
O -3.220 0.612 2.077
O -0.982 0.500 3.082
N -1.098 1.596 1.007
C -1.418 2.598 0.141
N -0.429 2.997 -0.685
C -0.721 3.972 -1.529
C -1.967 4.584 -1.576
C -2.904 4.107 -0.680
N -2.655 3.119 0.171
H -2.110 6.786 5.569
H -3.742 6.441 5.668
H -0.570 5.485 4.259
H -0.187 3.349 3.088
H -4.358 2.469 3.274
H -4.759 4.598 4.485
H 0.078 4.285 -2.196
H -2.185 5.385 -2.266
H -3.903 4.530 -0.641
C -0.877 0.141 -2.258
Si -2.002 -1.181 -1.603
C -3.759 -0.529 -1.815
C -1.788 -2.827 -2.477
N -1.601 -1.538 0.095
C -2.370 -2.228 0.917
C -3.696 -2.703 0.671
C -4.391 -3.409 1.622
C -3.819 -3.702 2.864
C -2.521 -3.292 3.156
C -1.847 -2.589 2.199
F -0.596 -2.199 2.439
H -0.883 0.094 -3.352
H 0.157 0.029 -1.943
H -1.237 1.129 -1.974
H -3.784 0.024 -2.758
H -4.024 0.170 -1.019
H -4.527 -1.301 -1.876
H -2.043 -2.740 -3.536
H -2.427 -3.596 -2.038
H -0.751 -3.155 -2.397
H -4.160 -2.480 -0.278
H -5.399 -3.740 1.410
H -4.386 -4.252 3.603
H -2.039 -3.502 4.100
F 2.438 1.084 -1.577
C 2.525 2.193 -2.318
C 2.371 2.059 -3.663
F 2.101 0.838 -4.135
C 2.512 3.135 -4.580
C 2.858 4.361 -3.948
C 3.014 4.493 -2.600
F 3.325 5.706 -2.129
C 2.826 3.426 -1.683
C 2.909 3.574 -0.285
C 2.442 2.566 0.582
N 2.044 1.735 1.271
C 3.267 4.779 0.375
N 3.529 5.726 0.979
F 3.031 5.453 -4.699
C 2.341 2.994 -5.969
C 1.953 1.776 -6.588
N 1.629 0.826 -7.155
C 2.528 4.055 -6.895
N 2.682 4.864 -7.701
```

Löwdin population analysis, charges in e, atoms 1 to 4:
1. Ca 1.3405
2. C -0.0573
3. C -0.2774
4. C -0.0415

5.
Entry from the OMol25 dataset: a molecular structure, C43H33F12GeN3O10Zr in a non-equilibrium geometry (ωB97M-V/def2-TZVPD).

The net charge is 0. The value obtained for the HOMO energy is -7.745 eV. As for the LUMO energy: -0.81 eV. Its max |F| is 2.3 eV/A. For the orbital gap, the calculation gives 6.94 eV.

```
103
C43H33F12GeN3O10Zr ωB97M-V/def2-TZVPD
Zr 0.901 0.611 0.704
C 4.436 -5.687 0.773
C 3.494 -4.541 1.029
C 2.331 -4.699 1.769
C 1.444 -3.657 1.942
C 1.651 -2.391 1.365
N 0.701 -1.360 1.411
C -0.520 -1.571 2.091
C -1.324 -2.695 1.822
C -2.518 -2.916 2.469
C -2.980 -2.031 3.440
C -4.295 -2.257 4.135
C -2.220 -0.906 3.693
C -1.021 -0.645 3.027
C -0.336 0.695 3.345
O 0.750 1.051 2.555
C -1.427 1.852 3.284
F -2.505 1.509 2.566
F -0.910 2.957 2.733
F -1.883 2.214 4.487
C 0.214 0.698 4.798
F 1.150 -0.253 4.917
F 0.783 1.882 5.074
F -0.709 0.464 5.744
C 2.938 -2.183 0.802
C 3.799 -3.258 0.604
C 3.402 -0.756 0.538
O 2.517 0.022 -0.177
C 4.748 -0.656 -0.234
F 5.798 -1.244 0.361
F 5.079 0.646 -0.381
F 4.619 -1.182 -1.454
C 3.630 -0.020 1.928
F 3.259 1.305 1.774
F 4.876 -0.025 2.383
F 2.866 -0.500 2.896
H 3.909 -6.639 0.822
H 4.903 -5.598 -0.207
H 5.232 -5.702 1.522
H 2.117 -5.659 2.225
H 0.572 -3.823 2.554
H -0.988 -3.396 1.070
H -3.109 -3.789 2.216
H -4.529 -3.320 4.187
H -4.284 -1.851 5.146
H -5.098 -1.759 3.586
H -2.594 -0.197 4.421
H 4.757 -3.112 0.128
O 1.516 1.408 -2.962
C 0.583 1.219 -2.231
O 0.434 0.061 -1.548
C -0.495 2.224 -2.023
C -0.740 3.121 -3.041
C -1.755 4.048 -2.912
C -2.503 4.096 -1.748
C -2.238 3.221 -0.724
C -1.225 2.229 -0.800
O -0.961 1.375 0.162
N -3.052 3.430 0.485
O -4.076 2.794 0.600
O -2.680 4.313 1.231
N -2.048 4.966 -4.001
O -1.344 4.909 -4.992
O -2.979 5.737 -3.854
H -0.152 3.074 -3.947
H -3.288 4.834 -1.653
Ge -1.110 -1.016 -1.629
C -2.796 -0.132 -2.087
C -3.064 0.447 -3.326
C -4.313 0.986 -3.585
C -5.311 0.918 -2.622
C -5.061 0.314 -1.401
C -3.801 -0.198 -1.127
C -0.423 -2.319 -2.919
C 0.179 -1.887 -4.098
C 0.712 -2.807 -4.988
C 0.647 -4.164 -4.703
C 0.045 -4.602 -3.533
C -0.489 -3.682 -2.643
H -1.215 -1.530 -0.221
H -2.296 0.472 -4.092
H -4.514 1.448 -4.544
H -6.288 1.338 -2.827
H -5.835 0.260 -0.648
H -3.597 -0.644 -0.158
H 0.256 -0.827 -4.314
H 1.182 -2.466 -5.901
H 1.070 -4.882 -5.394
H -0.006 -5.660 -3.312
H -0.956 -4.024 -1.726
C 2.042 5.003 0.195
C 3.337 4.303 -0.212
C 2.811 3.002 -0.793
O 1.598 2.686 -0.031
C 1.248 3.850 0.777
H 1.531 5.401 -0.684
H 2.181 5.803 0.919
H 3.960 4.111 0.664
H 3.914 4.860 -0.947
H 3.498 2.172 -0.707
H 2.533 3.123 -1.837
H 1.531 3.648 1.812
H 0.174 4.010 0.719
```

natural (NBO) population analysis, charges in e, atoms 1 to 4:
1. Zr 2.4699
2. C -0.6272
3. C -0.0445
4. C -0.1740

max |F| of number 4 (C43H33CaF5N11O4S2Si)?
0.7 eV/A

Which formula does entry 3 have?
C43H33BaBrN4O2PSe2Te2

Among the records above, which one has the highest max |F|?
number 1